Record 1
This record from OMol25 describes the molecule C14H16ClN5O2S at a distorted geometry. The level of theory is ωB97M-V/def2-TZVPD.

XYZ file:
```
39
C14H16ClN5O2S (ωB97M-V/def2-TZVPD)
H -3.102 -1.675 2.502
C 1.080 0.169 -0.436
N -0.645 -0.347 -1.610
N -2.782 -0.279 0.994
Cl 3.467 -0.967 -1.907
C -2.296 -1.368 1.825
H 1.469 0.892 2.096
H 5.547 -0.909 -0.008
O -2.979 -2.960 0.141
H -1.448 -1.007 2.406
N 0.521 -0.788 -1.136
H -1.627 -3.410 1.563
C -2.248 0.941 1.123
C -3.370 -1.913 -0.716
C 3.542 0.440 2.359
H -4.194 -2.296 -1.319
C 2.327 0.087 0.309
H 0.053 3.222 -0.395
H -2.533 -1.623 -1.367
H -3.881 2.073 0.208
C 4.661 -0.509 0.459
S -2.194 1.897 -1.490
H 0.140 2.488 1.098
N 0.516 2.493 0.146
N 0.273 1.270 -0.450
C 3.484 -0.434 -0.270
C 2.369 0.519 1.632
H 3.561 0.775 3.384
H 5.607 -0.129 2.334
H -1.039 -2.279 0.309
C -0.808 0.877 -1.192
C -2.794 2.060 0.253
C 4.688 -0.070 1.770
H -4.716 -0.959 0.684
H -4.097 0.107 -0.605
C -3.835 -0.688 0.088
O -1.333 1.185 1.901
C -1.895 -2.554 0.942
H -2.441 3.012 0.653
```

Summary:
Lowest unoccupied orbital energy, eV: 0.39
Gap between HOMO and LUMO, eV: 9.236
DFT total energy, hartree: -1825.708593

=====

Record 2
This record from OMol25 describes a 2-piece molecular cluster, C14H16O overall at a distorted geometry. The level of theory is ωB97M-V/def2-TZVPD.

XYZ file:
```
31
C14H16O (ωB97M-V/def2-TZVPD)
C -3.044 -0.248 -0.388
H 2.518 -1.716 1.366
H 0.046 -1.413 1.838
H 0.550 2.803 2.183
H -4.782 1.556 -0.216
C -2.932 0.709 -2.589
H -0.782 0.803 2.358
H -3.603 -0.348 0.534
C -1.344 -1.012 -1.964
H -1.508 -1.466 0.179
H 4.729 -0.010 0.544
C -3.455 0.718 -1.309
C 2.896 0.371 1.658
C 2.395 1.660 1.841
C 1.030 1.841 2.077
C -1.948 -0.221 -2.929
H 4.926 1.034 2.001
C 0.249 0.700 2.040
C 0.736 -0.586 1.961
O -4.178 1.826 -0.901
H 0.677 -1.448 -2.713
C -0.203 -1.934 -2.298
C 2.089 -0.773 1.674
H -0.499 -2.600 -3.099
H 4.702 -0.620 2.191
C 4.402 0.192 1.547
H 3.124 2.458 1.840
C -1.951 -1.040 -0.717
H -3.260 1.428 -3.320
H -1.591 -0.120 -3.948
H 0.012 -2.545 -1.441
```

Summary:
ΔE to the lowest compared entry with this formula, charge and spin, kcal per mole: 22.1
Lowest unoccupied orbital energy, eV: 0.86
Gap between HOMO and LUMO, eV: 9.263
DFT total energy, hartree: -618.280852

=====

Record 3
This record from OMol25 describes a 2-piece molecular cluster, C14H16O overall at a distorted geometry. The level of theory is ωB97M-V/def2-TZVPD.

XYZ file:
```
31
C14H16O (ωB97M-V/def2-TZVPD)
H 1.281 -0.544 -3.124
C 1.802 -2.035 -1.708
H -0.359 -3.847 0.118
C -0.032 -3.137 -0.621
H -2.660 -2.662 -0.062
H 2.867 -1.913 -1.845
C -2.380 -2.624 -1.116
H 1.047 4.807 0.179
C 0.916 -1.288 -2.423
C -0.148 0.386 1.392
H 0.066 5.142 1.727
H 2.049 -3.640 -0.282
H -0.421 -1.519 0.942
C 0.487 2.454 2.491
H -0.335 0.671 3.440
C -0.487 -1.293 -2.180
C 1.337 -2.967 -0.736
H -2.503 -3.655 -1.454
H -3.054 -1.884 -1.547
C -0.352 1.052 0.166
H -1.123 -0.668 -2.778
H -0.370 0.392 -0.689
C -0.911 -2.283 -1.342
H 1.726 4.756 1.899
C -0.028 2.394 0.195
H 0.801 2.975 3.392
H -0.103 2.945 -0.745
C 0.459 3.130 1.251
C 0.879 4.611 1.235
C 0.152 1.117 2.578
O -0.599 -0.869 1.646
```

Summary:
ΔE to the lowest compared entry with this formula, charge and spin, kcal per mole: 33.1
Lowest unoccupied orbital energy, eV: 0.89
Gap between HOMO and LUMO, eV: 8.908
DFT total energy, hartree: -618.263197

=====

Record 4
This record from OMol25 describes a 2-piece molecular cluster, C14H16O overall at a distorted geometry. The level of theory is ωB97M-V/def2-TZVPD.

XYZ file:
```
31
C14H16O (ωB97M-V/def2-TZVPD)
C -0.607 1.884 2.680
C 1.851 -0.631 -1.039
H -1.180 2.734 2.324
C -1.120 -1.784 2.201
H 3.170 0.104 0.483
C 1.096 -0.304 -2.126
H 0.579 1.223 -3.516
H -0.654 1.794 3.770
C 0.997 1.055 -2.527
H 0.467 2.127 2.611
C -1.918 -1.820 1.051
C -0.994 0.582 2.043
H 2.219 -1.572 -0.642
H -0.742 -2.707 2.618
C 1.497 2.101 -1.773
C -0.577 -0.623 2.685
C 0.270 -1.221 -2.981
C 2.518 0.411 -0.320
H 0.596 -1.324 -4.011
C -1.730 0.506 0.892
O -2.264 -3.063 0.612
H 0.135 -2.192 -2.492
H -1.939 1.484 0.464
H -2.815 -0.808 -0.573
H -0.753 -0.833 -2.985
H -2.459 -3.112 -0.299
C 2.298 1.694 -0.711
H 2.786 2.509 -0.165
C -2.295 -0.675 0.363
H 1.392 3.123 -2.092
H 0.177 -0.661 3.454
```

Summary:
ΔE to the lowest compared entry with this formula, charge and spin, kcal per mole: 25.5
Lowest unoccupied orbital energy, eV: 0.75
Gap between HOMO and LUMO, eV: 8.957
DFT total energy, hartree: -618.275326

=====

Record 5
This record from OMol25 describes a 2-piece molecular cluster, C14H16O overall at a distorted geometry. The level of theory is ωB97M-V/def2-TZVPD.

XYZ file:
```
31
C14H16O (ωB97M-V/def2-TZVPD)
H -1.820 -0.202 2.615
C 0.433 -2.230 0.706
C -1.396 -2.234 -2.677
C 0.944 3.229 -0.137
O 2.033 -0.772 1.636
C 0.543 -0.918 -1.788
H -2.304 -2.818 -2.527
H -1.675 -1.403 -3.307
C -1.383 0.618 2.036
H 2.868 -0.409 1.339
H -1.022 -3.403 -0.334
H 1.692 1.984 2.183
H -3.002 0.831 0.802
H -1.099 -3.088 -3.343
H 1.366 3.948 0.587
C 0.741 1.679 1.767
C -1.035 1.705 -0.028
H 0.292 3.783 -0.816
C -0.381 -2.525 -0.367
C -0.069 0.752 2.464
C 1.258 -1.071 0.573
H 0.091 0.313 3.428
H -1.194 1.681 -1.101
C -0.413 -1.909 -1.644
C 1.311 -0.536 -0.691
C -1.932 1.024 0.791
C 0.124 2.147 0.617
H 2.136 0.159 -0.884
H 0.553 -0.298 -2.681
H 1.823 2.919 -0.723
H 0.515 -2.954 1.503
```

Summary:
ΔE to the lowest compared entry with this formula, charge and spin, kcal per mole: 61.3
Lowest unoccupied orbital energy, eV: 0.76
Gap between HOMO and LUMO, eV: 9.054
DFT total energy, hartree: -618.218333

=====

Record 6
This record from OMol25 describes a 2-piece molecular cluster, C14H16O overall at a distorted geometry. The level of theory is ωB97M-V/def2-TZVPD.

XYZ file:
```
31
C14H16O (ωB97M-V/def2-TZVPD)
H -2.343 -2.761 1.013
C -1.532 -1.606 -2.161
H 2.543 0.975 3.394
C 1.709 0.135 1.569
H -3.204 -3.286 -0.392
C -1.066 -0.419 -2.728
H 0.475 -0.851 2.927
H -1.524 -3.651 -0.272
O -0.597 1.886 -2.586
C -1.246 0.784 -2.058
H -0.440 -0.425 -3.609
H 2.015 -1.764 2.593
C 1.214 -1.161 2.173
C 2.198 1.180 2.385
C 2.385 2.578 0.476
H -1.163 2.641 -2.651
H -1.909 1.762 -0.229
C -1.891 -1.623 -0.832
C 1.343 0.404 0.246
C 1.861 1.592 -0.313
H 0.573 -1.702 1.482
H 2.699 3.278 2.471
H 0.808 -0.260 -0.411
H -1.386 -2.519 -2.725
C -1.797 0.842 -0.784
H 2.821 3.474 0.050
C -2.121 -0.372 -0.208
C 2.405 2.425 1.871
H 2.049 1.688 -1.377
H -2.631 -0.386 0.750
C -2.246 -2.857 -0.064
```

Summary:
ΔE to the lowest compared entry with this formula, charge and spin, kcal per mole: 23.5
Lowest unoccupied orbital energy, eV: 0.89
Gap between HOMO and LUMO, eV: 9.523
DFT total energy, hartree: -618.278598

=====

Record 7
This record from OMol25 describes a 2-piece molecular cluster, C14H16O overall at a distorted geometry. The level of theory is ωB97M-V/def2-TZVPD.

XYZ file:
```
31
C14H16O (ωB97M-V/def2-TZVPD)
H 0.311 1.882 0.942
H 1.915 -1.535 1.229
H -0.826 -1.713 -1.555
H -2.417 -1.097 -0.109
H -3.621 2.989 0.500
C -2.179 -0.113 0.021
H 1.098 0.666 3.678
H 0.142 0.862 -2.987
H -1.459 3.493 1.092
C 0.635 -0.254 3.818
C -0.567 1.589 0.641
C -3.193 0.867 0.026
C -2.891 2.216 0.304
H 1.534 1.453 -3.869
H -0.008 -1.858 2.946
H 2.792 -0.713 -3.788
H 0.727 -2.587 -0.793
O 2.933 0.824 -1.211
C 2.001 -0.579 -3.171
C 0.012 -1.792 -0.736
H 1.324 -1.448 -2.813
C -1.589 2.537 0.761
C 0.616 -1.062 2.790
C 2.283 0.453 -2.127
C 1.207 -0.829 1.370
H 1.852 0.092 1.361
C 0.163 -0.885 0.236
C 1.286 0.797 -3.139
H 0.160 -0.646 4.701
C -0.825 0.215 0.249
H -4.218 0.461 -0.225
```

Summary:
ΔE to the lowest compared entry with this formula, charge and spin, kcal per mole: 120.9
Lowest unoccupied orbital energy, eV: 0.77
Gap between HOMO and LUMO, eV: 9.457
DFT total energy, hartree: -618.123352

=====

Record 8
This record from OMol25 describes a 2-piece molecular cluster, C14H16O overall at a distorted geometry. The level of theory is ωB97M-V/def2-TZVPD.

XYZ file:
```
31
C14H16O (ωB97M-V/def2-TZVPD)
C 0.357 -1.488 1.742
C 0.486 -0.793 3.071
C 1.226 -2.172 0.953
H -2.178 2.058 -4.172
H 0.558 -0.281 -0.283
C -0.754 0.438 -1.875
C -0.849 2.863 -2.151
C 1.772 2.189 0.460
C -1.545 -2.477 0.519
H -0.316 -0.039 3.213
C -1.177 1.635 -2.562
H 0.448 3.963 -0.938
H -1.756 -1.199 2.197
C 0.174 0.584 -0.823
O -2.234 1.429 -3.447
H 1.492 -0.384 3.288
H 0.413 -1.472 3.985
H -2.602 -2.483 0.496
H -1.134 -0.561 -2.186
H 1.432 -3.552 -0.768
C 0.138 3.017 -1.225
H -1.356 3.722 -2.539
H -0.939 -3.537 -1.342
C -0.624 -3.125 -0.331
C -1.040 -1.717 1.565
H 2.681 1.541 0.380
H 2.282 -2.335 1.271
H 2.197 3.224 0.435
H 1.494 2.107 1.568
C 0.648 1.908 -0.458
C 0.709 -3.065 -0.043
```

Summary:
ΔE to the lowest compared entry with this formula, charge and spin, kcal per mole: 42.7
Lowest unoccupied orbital energy, eV: 0.91
Gap between HOMO and LUMO, eV: 9.079
DFT total energy, hartree: -618.248014

=====

Record 9
This record from OMol25 describes a 2-piece molecular cluster, C14H16O overall at a distorted geometry. The level of theory is ωB97M-V/def2-TZVPD.

XYZ file:
```
31
C14H16O (ωB97M-V/def2-TZVPD)
C 1.124 -1.041 1.182
H -1.451 0.718 -2.416
H 1.044 -2.044 -3.524
H -0.274 3.525 2.055
H -1.878 1.752 2.377
C 1.544 -1.859 -1.389
C -1.644 0.968 -1.373
H 0.968 0.212 -1.908
C 1.369 -2.438 0.954
C -2.211 0.037 -0.527
C 1.231 -0.505 -1.140
C -2.272 0.316 0.841
H -1.328 4.557 1.170
H -0.956 2.935 -1.656
H 2.688 -1.792 -3.111
C -1.245 2.484 0.456
C -0.643 3.729 1.045
C 1.717 -2.777 -0.307
H 1.363 -3.043 1.853
C -1.794 1.519 1.317
H 1.975 -3.384 -2.830
H -2.897 -0.322 1.445
H 1.138 0.964 0.426
H -2.511 -0.938 -0.878
H 0.530 -1.278 2.974
C 1.782 -2.317 -2.774
O 0.925 -0.593 2.396
C 1.207 -0.078 0.153
C -1.288 2.228 -0.901
H 2.221 -3.695 -0.529
H 0.241 4.050 0.511
```

Summary:
Multiplicity: 2
ΔE to the lowest compared entry with this formula, charge and spin, kcal per mole: 17.4
Total charge: +1
Expectation value of S²: 0.77
Lowest unoccupied orbital energy (spin up / spin down), eV: -3.49 / -7.10
Gap between HOMO and LUMO (spin up / spin down), eV: 8.524 / 4.916
DFT total energy, hartree: -618.008088

=====

Record 10
This record from OMol25 describes a 2-piece molecular cluster, C14H16O overall at a distorted geometry. The level of theory is ωB97M-V/def2-TZVPD.

XYZ file:
```
31
C14H16O (ωB97M-V/def2-TZVPD)
C 1.466 1.106 -2.603
C -1.093 -2.530 1.708
C 2.551 -0.081 1.551
C -0.254 0.282 -1.024
H -1.378 -2.660 0.645
H -1.862 -0.639 -0.046
C -0.664 2.482 -2.045
H -0.341 3.390 -2.542
H -1.921 -2.209 2.334
H 2.210 0.543 -2.006
C 1.297 0.467 1.913
H 3.390 0.580 1.529
C -1.987 2.417 -1.640
H -4.129 0.626 -0.112
H 1.902 2.089 -2.782
H -0.743 0.021 2.321
C -1.505 0.246 -0.544
H 1.257 0.546 -3.500
H 0.608 -0.317 -0.742
O -3.740 1.117 -0.852
C 0.233 -0.369 1.979
C -2.458 1.190 -1.074
H -0.836 -3.567 1.989
H -2.573 3.263 -1.946
C 0.189 -1.751 1.683
H 1.556 -3.344 1.050
C 2.526 -1.470 1.569
C 0.186 1.363 -1.848
H 3.451 -2.032 1.761
C 1.413 -2.302 1.325
H 1.249 1.545 1.949
```

Summary:
Multiplicity: 2
ΔE to the lowest compared entry with this formula, charge and spin, kcal per mole: 45.1
Total charge: +1
Expectation value of S²: 0.77
Lowest unoccupied orbital energy (spin up / spin down), eV: -3.70 / -7.15
Gap between HOMO and LUMO (spin up / spin down), eV: 8.060 / 4.604
DFT total energy, hartree: -617.964054

=====

Record 11
This record from OMol25 describes a 2-piece molecular cluster, C14H16O2 overall at a distorted geometry. The level of theory is ωB97M-V/def2-TZVPD.

XYZ file:
```
32
C14H16O2 (ωB97M-V/def2-TZVPD)
C 2.403 1.262 -1.074
H 2.578 1.398 -2.132
C -3.380 -1.090 -0.703
H -3.002 -3.650 2.155
C -1.395 -1.108 1.247
C 2.739 -0.059 0.959
H -3.231 1.763 -1.507
H 1.207 3.009 -0.858
H 0.321 3.479 1.174
C -2.376 -2.092 1.237
O -2.289 -3.035 2.214
C 3.876 -0.772 -1.188
C 2.980 0.141 -0.416
H 3.152 -0.931 1.444
H -4.130 -1.104 -1.482
C 1.974 0.815 1.685
H 4.756 -0.199 -1.485
C 1.412 1.923 1.012
C 1.640 2.145 -0.373
H -0.621 -1.114 2.003
H 1.814 0.651 2.741
O 0.690 2.764 1.698
C -1.419 -0.117 0.275
C -3.376 -2.083 0.278
H -4.140 -2.850 0.281
C -2.459 1.024 -1.724
H -1.480 1.498 -1.775
H 4.201 -1.602 -0.562
H -2.733 0.598 -2.690
H 3.369 -1.234 -2.034
C -2.415 -0.092 -0.688
H -0.668 0.662 0.289
```

Summary:
Multiplicity: 2
ΔE to the lowest compared entry with this formula, charge and spin, kcal per mole: 0.0
Total charge: +1
Expectation value of S²: 0.77
Lowest unoccupied orbital energy (spin up / spin down), eV: -3.62 / -7.43
Gap between HOMO and LUMO (spin up / spin down), eV: 7.225 / 3.418
DFT total energy, hartree: -693.263961

=====

Record 12
This record from OMol25 describes C14H17Cl2F9O3Zr as an isolated structure at a distorted geometry. The level of theory is ωB97M-V/def2-TZVPD.

XYZ file:
```
46
C14H17Cl2F9O3Zr (ωB97M-V/def2-TZVPD)
C 1.540 4.173 2.590
H 0.785 -1.515 1.250
H -2.400 -4.448 -0.925
Cl -1.761 2.489 -0.375
F 2.702 0.825 3.856
C 2.819 2.076 3.344
H 1.910 2.144 -0.941
C 1.402 2.726 3.146
F -0.666 3.233 4.286
C 1.292 -1.027 -3.398
C 1.104 -3.518 -1.445
O 1.378 1.333 -0.733
H -0.689 0.908 -3.768
H -2.481 -3.290 0.401
H -2.310 0.961 -3.012
F 3.460 1.971 2.156
C -1.805 -3.714 -0.351
F 2.208 4.135 1.405
H -4.079 -2.011 -1.259
Zr -0.078 1.017 0.640
H 1.342 0.070 -3.489
H 2.206 -1.395 -2.906
H -0.960 -4.240 0.137
H 1.020 -3.860 -0.403
H -3.305 -0.706 -0.192
C -1.308 -2.647 -1.246
C -2.044 -1.544 -1.772
C 0.562 2.693 4.497
F 0.309 4.687 2.345
C -3.383 -1.166 -1.336
H -2.038 -0.042 -4.468
H 1.241 -1.465 -4.414
C -1.580 0.314 -3.522
C -1.184 -0.818 -2.653
F 0.400 1.391 4.856
O 0.651 2.015 2.202
C 0.023 -2.548 -1.738
F 1.140 3.353 5.534
H 2.088 -3.062 -1.613
O 0.022 -0.916 1.077
Cl -2.716 -0.197 1.277
F 3.603 2.816 4.173
H -3.782 -0.356 -1.939
C 0.097 -1.433 -2.621
F 2.211 5.006 3.423
H 1.051 -4.419 -2.078
```

Summary:
Total charge: -2
Lowest unoccupied orbital energy, eV: 4.49
Gap between HOMO and LUMO, eV: 3.445
DFT total energy, hartree: -2635.840363